67
Properties=species:S:1:pos:R:3:nbo_charge:R:1 method="wB97M-V/def2-TZVPD" total_charge=-2 homo_ev=-2.897 de_lowest_kcal_mol=8.3
Sr 0.338 1.083 -2.246 1.79
O 4.792 5.802 -0.184 -0.70
C 4.794 5.113 0.930 0.79
O 5.536 5.395 1.850 -0.63
C 3.866 3.939 1.047 -0.29
C 3.840 3.115 2.156 0.17
Cl 4.683 3.252 3.633 0.06
N 2.904 2.160 1.964 -0.20
N 2.280 2.336 0.787 -0.24
C 2.829 3.395 0.220 0.06
C 2.289 3.800 -1.143 0.80
O 2.848 4.735 -1.755 -0.73
O 1.300 3.156 -1.536 -0.82
C 2.582 1.034 2.777 0.11
C 3.600 0.297 3.365 -0.18
C 3.316 -0.772 4.193 -0.26
C 1.990 -1.123 4.418 -0.20
C 0.976 -0.428 3.793 -0.26
C 1.250 0.644 2.943 0.31
H 4.138 5.406 -0.890 0.53
H 4.628 0.553 3.149 0.22
H 4.126 -1.335 4.636 0.20
H 1.746 -1.960 5.061 0.20
H -0.065 -0.700 3.917 0.22
H 0.455 1.740 1.571 0.53
S -1.605 1.895 -0.155 -0.46
C -2.680 0.570 -0.035 0.17
N -3.736 0.608 0.709 -0.34
N -4.491 -0.586 0.823 -0.47
C -4.111 -1.593 1.699 0.27
C -5.064 -2.561 2.052 -0.30
C -4.737 -3.614 2.886 -0.20
C -3.452 -3.738 3.401 -0.29
C -2.510 -2.777 3.064 -0.17
C -2.821 -1.713 2.231 -0.31
N -2.498 -0.686 -0.767 -0.19
N -1.542 -0.758 -1.538 -0.21
C -1.497 -2.011 -2.261 0.16
C -0.465 -2.198 -3.170 -0.20
C -0.421 -3.366 -3.921 -0.19
C -1.386 -4.343 -3.754 -0.22
C -2.407 -4.157 -2.828 -0.21
C -2.468 -2.994 -2.084 -0.23
H -5.460 -0.333 0.925 0.36
H -6.067 -2.480 1.645 0.19
H -5.497 -4.348 3.131 0.19
H -3.191 -4.567 4.047 0.20
H -1.501 -2.849 3.453 0.21
H -2.065 -0.975 2.009 0.24
H 0.335 -1.481 -3.311 0.23
H 0.387 -3.507 -4.626 0.21
H -1.342 -5.253 -4.340 0.20
H -3.161 -4.923 -2.687 0.20
H -3.257 -2.825 -1.364 0.24
O 3.223 -1.160 0.343 -0.88
Cl 2.036 -1.544 -0.419 1.85
O 2.251 -2.855 -1.038 -0.89
O 1.932 -0.556 -1.569 -1.02
O 0.193 1.231 2.358 -0.67
C -0.234 3.628 -4.860 -0.90
S -0.272 1.866 -5.066 2.39
O -0.574 1.612 -6.453 -0.99
O 1.054 1.407 -4.611 -1.08
O -1.278 1.376 -4.103 -1.08
H 0.550 4.021 -5.504 0.23
H -0.006 3.870 -3.822 0.25
H -1.203 4.028 -5.148 0.22